Below is a structure of composition C17H18ClN3O10P2S7Sn, with properties calculated with ωB97M-V with the def2-TZVPD basis set.

Element x y z (Å)
Sn (0.700, 1.796, 1.613)
S (-1.248, 2.589, 3.158)
S (-2.749, 1.331, 2.601)
S (-3.704, 2.137, 0.854)
S (-2.288, 3.131, -0.177)
C (4.374, 4.827, 1.184)
C (2.967, 5.223, 1.599)
O (2.917, 6.641, 1.889)
P (1.735, 4.923, 0.271)
O (2.411, 4.394, -1.018)
O (1.265, 6.391, -0.118)
O (0.612, 4.058, 0.767)
P (2.432, 4.350, 3.150)
O (1.002, 5.034, 3.452)
O (3.381, 4.784, 4.197)
O (2.253, 2.881, 2.794)
H (4.730, 5.496, 0.401)
H (4.404, 3.808, 0.799)
H (5.029, 4.895, 2.053)
H (3.038, 6.727, 2.846)
H (2.512, 3.349, -1.013)
H (1.536, 6.987, 0.602)
H (0.297, 4.675, 2.893)
O (4.633, 2.162, -1.243)
N (3.726, 1.438, -0.843)
O (3.877, 0.268, -0.549)
O (2.535, 1.939, -0.765)
Cl (-4.645, 1.209, -2.404)
C (-3.209, 0.219, -2.275)
C (-3.320, -1.130, -2.566)
C (-2.186, -1.924, -2.544)
C (-0.960, -1.370, -2.215)
C (-0.869, -0.024, -1.911)
C (-1.990, 0.804, -1.947)
C (-1.840, 2.279, -1.772)
H (-4.287, -1.544, -2.820)
H (-2.264, -2.977, -2.777)
H (-0.071, -1.987, -2.178)
H (0.085, 0.403, -1.638)
H (-2.423, 2.807, -2.524)
H (-0.790, 2.558, -1.871)
S (1.996, -6.277, 0.581)
C (0.889, -5.033, 0.777)
S (1.371, -3.488, 1.377)
C (-0.275, -2.856, 1.241)
N (-1.087, -3.762, 0.777)
N (-0.440, -4.969, 0.524)
C (-1.289, -5.979, -0.009)
C (-0.899, -7.311, -0.122)
C (-1.775, -8.244, -0.660)
C (-3.041, -7.881, -1.086)
C (-3.432, -6.554, -0.957)
C (-2.573, -5.610, -0.424)
S (-0.673, -1.262, 1.653)
H (0.081, -7.613, 0.207)
H (-1.450, -9.275, -0.740)
H (-3.714, -8.617, -1.506)
H (-4.421, -6.245, -1.272)
H (-2.877, -4.581, -0.315)

As for the multiplicity: 1. The LUMO energy comes out at 3.97 eV. The value obtained for the orbital gap is 6.654 eV. The energy above the lowest of the compared OMol25 structures with the same formula, charge and spin comes out at 16.4 kJ/mol. As for the charge: -2.

Löwdin charges in e: atom 1 (Sn): 1.06, atom 2 (S): -0.08, atom 3 (S): -0.14, atom 4 (S): 0.01, atom 5 (S): 0.40, atom 6 (C): -0.06, atom 7 (C): -0.55, atom 8 (O): -0.10, atom 9 (P): 0.47, atom 10 (O): -0.14, atom 11 (O): -0.10, atom 12 (O): -0.49, atom 13 (P): 0.31, atom 14 (O): -0.16, atom 15 (O): -0.29, atom 16 (O): -0.49, atom 17 (H): 0.09, atom 18 (H): 0.07, atom 19 (H): 0.08, atom 20 (H): 0.09, atom 21 (H): 0.02, atom 22 (H): 0.07, atom 23 (H): -0.01, atom 24 (O): 0.00, atom 25 (N): -0.57, atom 26 (O): 0.03, atom 27 (O): -0.18, atom 28 (Cl): 0.65, atom 29 (C): -0.60, atom 30 (C): -0.11, atom 31 (C): -0.08, atom 32 (C): -0.07, atom 33 (C): -0.04, atom 34 (C): -0.31, atom 35 (C): -0.47, atom 36 (H): 0.10, atom 37 (H): 0.10, atom 38 (H): 0.11, atom 39 (H): 0.11, atom 40 (H): 0.05, atom 41 (H): 0.07, atom 42 (S): 0.51, atom 43 (C): -1.10, atom 44 (S): 0.94, atom 45 (C): -1.18, atom 46 (N): -0.02, atom 47 (N): -0.15, atom 48 (C): -0.18, atom 49 (C): -0.06, atom 50 (C): -0.10, atom 51 (C): -0.12, atom 52 (C): -0.10, atom 53 (C): -0.03, atom 54 (S): 0.38, atom 55 (H): 0.00, atom 56 (H): 0.09, atom 57 (H): 0.09, atom 58 (H): 0.09, atom 59 (H): 0.10

Below is a cluster of 8 separate species, C33H59Cl14F8O3S in total in a non-equilibrium geometry, with properties calculated with ωB97M-V with the def2-TZVPD basis set.

Element x y z (Å)
C (-1.421, 5.660, -6.853)
O (-0.430, 5.564, -5.849)
C (0.790, 6.137, -6.293)
C (1.619, 6.563, -5.104)
C (1.951, 5.384, -4.198)
C (2.954, 5.698, -3.095)
C (2.422, 6.687, -2.040)
C (1.729, 5.953, -0.895)
C (2.714, 5.354, 0.134)
C (2.815, 3.814, 0.119)
C (3.050, 3.302, 1.535)
C (3.369, 1.811, 1.619)
C (4.018, 1.432, 2.975)
C (3.242, 0.524, 3.945)
C (3.057, -0.852, 3.279)
C (2.536, -1.898, 4.273)
C (1.663, -3.000, 3.678)
C (2.354, -3.930, 2.701)
F (2.145, -5.231, 3.104)
F (3.692, -3.773, 2.656)
C (1.785, -3.866, 1.244)
F (0.833, -4.803, 1.060)
F (1.273, -2.663, 0.943)
F (2.770, -4.113, 0.351)
S (1.744, 1.238, 4.392)
O (1.928, 2.670, 4.534)
O (1.183, 0.620, 5.582)
C (0.286, 1.053, 3.212)
F (0.296, 1.971, 2.207)
F (-0.871, 1.263, 3.912)
F (0.195, -0.194, 2.679)
H (-0.996, 5.444, -7.834)
H (-2.220, 4.965, -6.624)
H (-1.837, 6.671, -6.857)
H (1.332, 5.413, -6.905)
H (0.569, 7.026, -6.889)
H (2.550, 6.974, -5.492)
H (1.076, 7.328, -4.559)
H (2.392, 4.605, -4.822)
H (1.043, 4.952, -3.788)
H (3.900, 6.029, -3.520)
H (3.147, 4.762, -2.573)
H (3.207, 7.348, -1.686)
H (1.690, 7.317, -2.543)
H (1.136, 5.145, -1.313)
H (1.068, 6.653, -0.393)
H (3.705, 5.783, -0.001)
H (2.385, 5.675, 1.119)
H (1.882, 3.410, -0.266)
H (3.665, 3.565, -0.511)
H (3.933, 3.821, 1.913)
H (2.239, 3.590, 2.193)
H (4.112, 1.640, 0.836)
H (2.515, 1.191, 1.363)
H (4.316, 2.338, 3.491)
H (4.929, 0.872, 2.765)
H (4.063, -1.148, 2.987)
H (2.473, -0.822, 2.355)
H (2.006, -1.435, 5.096)
H (3.404, -2.378, 4.720)
H (1.343, -3.635, 4.501)
H (0.755, -2.576, 3.261)
Cl (-1.893, -5.738, 7.858)
C (-0.704, -6.577, 6.824)
C (0.714, -6.188, 7.143)
Cl (1.024, -4.499, 6.673)
H (-0.932, -6.349, 5.791)
H (-0.845, -7.645, 6.982)
H (1.396, -6.811, 6.566)
H (0.948, -6.302, 8.198)
Cl (-3.861, -7.741, 1.534)
C (-3.332, -6.325, 2.484)
C (-1.836, -6.284, 2.644)
Cl (-1.239, -7.605, 3.687)
H (-3.837, -6.361, 3.443)
H (-3.666, -5.438, 1.948)
H (-1.545, -5.348, 3.118)
H (-1.323, -6.359, 1.689)
Cl (-1.170, 4.954, -10.037)
C (-0.393, 4.618, -11.604)
C (0.906, 3.875, -11.436)
Cl (2.157, 4.885, -10.666)
H (-0.249, 5.568, -12.112)
H (-1.090, 4.017, -12.186)
H (1.288, 3.582, -12.412)
H (0.778, 2.983, -10.829)
Cl (2.863, 0.087, 9.473)
C (1.383, -0.515, 8.677)
C (0.160, -0.300, 9.524)
Cl (0.148, -1.318, 10.998)
H (1.531, -1.568, 8.450)
H (1.273, 0.029, 7.739)
H (-0.727, -0.565, 8.952)
H (0.074, 0.736, 9.839)
Cl (-4.716, -13.224, 1.478)
C (-4.212, -11.788, 2.410)
C (-2.719, -11.714, 2.590)
Cl (-2.104, -13.001, 3.662)
H (-4.727, -11.814, 3.367)
H (-4.553, -10.914, 1.858)
H (-2.455, -10.762, 3.048)
H (-2.200, -11.796, 1.638)
Cl (-9.361, -8.269, 3.065)
C (-8.651, -6.649, 2.849)
C (-7.159, -6.705, 2.647)
Cl (-6.301, -7.223, 4.121)
H (-8.911, -6.051, 3.718)
H (-9.120, -6.210, 1.970)
H (-6.787, -5.714, 2.394)
H (-6.888, -7.390, 1.848)
Cl (-3.422, 7.169, -12.791)
C (-3.088, 8.814, -12.187)
C (-1.618, 9.140, -12.228)
Cl (-0.695, 8.172, -11.053)
H (-3.482, 8.885, -11.177)
H (-3.635, 9.505, -12.825)
H (-1.465, 10.187, -11.974)
H (-1.201, 8.958, -13.215)

As for the multiplicity: 1. The LUMO energy comes out at 1.40 eV. The value obtained for the orbital gap is 5.517 eV. As for the charge: -1.

Here are the Löwdin charges for atoms 1 to 99, given in e: atom 1 (C): -0.14, atom 2 (O): -0.18, atom 3 (C): -0.25, atom 4 (C): -0.18, atom 5 (C): -0.21, atom 6 (C): -0.20, atom 7 (C): -0.21, atom 8 (C): -0.20, atom 9 (C): -0.20, atom 10 (C): -0.21, atom 11 (C): -0.24, atom 12 (C): -0.20, atom 13 (C): -0.23, atom 14 (C): -0.34, atom 15 (C): -0.25, atom 16 (C): -0.18, atom 17 (C): -0.11, atom 18 (C): -0.41, atom 19 (F): 0.07, atom 20 (F): 0.13, atom 21 (C): -0.51, atom 22 (F): 0.14, atom 23 (F): 0.16, atom 24 (F): 0.14, atom 25 (S): 0.67, atom 26 (O): -0.33, atom 27 (O): -0.36, atom 28 (C): -0.58, atom 29 (F): 0.09, atom 30 (F): 0.08, atom 31 (F): 0.09, atom 32 (H): -0.03, atom 33 (H): 0.09, atom 34 (H): 0.09, atom 35 (H): 0.12, atom 36 (H): 0.12, atom 37 (H): 0.12, atom 38 (H): 0.11, atom 39 (H): 0.11, atom 40 (H): 0.11, atom 41 (H): 0.11, atom 42 (H): 0.10, atom 43 (H): 0.10, atom 44 (H): 0.09, atom 45 (H): 0.10, atom 46 (H): 0.10, atom 47 (H): 0.11, atom 48 (H): 0.10, atom 49 (H): 0.11, atom 50 (H): 0.10, atom 51 (H): 0.11, atom 52 (H): 0.09, atom 53 (H): 0.10, atom 54 (H): 0.09, atom 55 (H): 0.09, atom 56 (H): 0.09, atom 57 (H): 0.10, atom 58 (H): 0.08, atom 59 (H): 0.09, atom 60 (H): 0.12, atom 61 (H): 0.02, atom 62 (H): 0.12, atom 63 (Cl): 0.53, atom 64 (C): -0.70, atom 65 (C): -0.63, atom 66 (Cl): 0.63, atom 67 (H): -0.02, atom 68 (H): 0.07, atom 69 (H): 0.08, atom 70 (H): 0.07, atom 71 (Cl): 0.55, atom 72 (C): -0.66, atom 73 (C): -0.63, atom 74 (Cl): 0.60, atom 75 (H): 0.02, atom 76 (H): 0.08, atom 77 (H): 0.08, atom 78 (H): 0.06, atom 79 (Cl): 0.59, atom 80 (C): -0.66, atom 81 (C): -0.66, atom 82 (Cl): 0.54, atom 83 (H): 0.03, atom 84 (H): 0.07, atom 85 (H): 0.07, atom 86 (H): 0.07, atom 87 (Cl): 0.53, atom 88 (C): -0.66, atom 89 (C): -0.65, atom 90 (Cl): 0.50, atom 91 (H): 0.06, atom 92 (H): 0.04, atom 93 (H): 0.07, atom 94 (H): 0.07, atom 95 (Cl): 0.53, atom 96 (C): -0.67, atom 97 (C): -0.67, atom 98 (Cl): 0.53, atom 99 (H): 0.07

Below is the molecule C4H10N2OS in a non-equilibrium geometry, with properties calculated with ωB97M-V with the def2-TZVPD basis set.

Element x y z (Å)
N (1.149, 0.254, 1.453)
C (0.731, -0.269, 0.173)
C (-0.546, 0.418, -0.449)
C (-0.458, 1.897, 0.010)
S (-1.770, 2.852, -0.845)
C (0.440, -1.795, 0.381)
N (-0.124, -2.426, -0.689)
O (0.620, -2.382, 1.433)
H (2.156, 0.336, 1.518)
H (0.971, -0.354, 2.232)
H (1.597, -0.195, -0.489)
H (-0.536, 0.367, -1.532)
H (-1.375, -0.116, 0.003)
H (0.515, 2.312, -0.212)
H (-0.663, 1.987, 1.070)
H (-1.752, 2.273, -2.046)
H (-0.540, -3.319, -0.557)
H (-0.415, -1.839, -1.454)

As for the multiplicity: 1. The LUMO energy comes out at 0.67 eV. The value obtained for the orbital gap is 9.682 eV. The SMILES is NC(=O)[C@H](N)CCS. The energy above the lowest of the compared OMol25 structures with the same formula, charge and spin comes out at 53.7 kJ/mol.

Löwdin charges in e: atom 1 (N): 0.04, atom 2 (C): -0.31, atom 3 (C): -0.23, atom 4 (C): -0.56, atom 5 (S): 0.68, atom 6 (C): -0.49, atom 7 (N): 0.16, atom 8 (O): 0.05, atom 9 (H): 0.09, atom 10 (H): 0.07, atom 11 (H): 0.15, atom 12 (H): 0.09, atom 13 (H): 0.11, atom 14 (H): 0.07, atom 15 (H): 0.06, atom 16 (H): -0.17, atom 17 (H): 0.10, atom 18 (H): 0.09

Below is the molecule C17H22N2O5S in a non-equilibrium geometry, with properties calculated with ωB97M-V with the def2-TZVPD basis set.

Element x y z (Å)
C (4.492, 3.965, -0.366)
H (3.823, 4.795, -0.573)
H (5.250, 3.877, -1.148)
H (4.994, 4.105, 0.593)
O (3.681, 2.801, -0.333)
C (4.308, 1.658, -0.040)
O (5.495, 1.585, 0.166)
C (3.385, 0.492, -0.001)
C (2.024, 0.642, -0.205)
C (1.172, -0.464, -0.157)
N (-0.181, -0.351, -0.375)
C (-1.007, 0.720, -0.149)
N (-2.219, 0.656, -0.741)
C (-3.319, 1.466, -0.269)
H (-2.915, 2.306, 0.299)
C (-4.246, 0.609, 0.606)
C (-5.418, 1.436, 1.156)
O (-6.259, 1.960, 0.159)
H (-5.793, 2.660, -0.309)
H (-6.057, 0.792, 1.765)
H (-5.027, 2.239, 1.796)
C (-4.745, -0.590, -0.203)
C (-3.574, -1.374, -0.792)
H (-2.995, -1.839, 0.009)
C (-2.671, -0.429, -1.587)
H (-1.826, -0.957, -2.029)
H (-3.248, 0.020, -2.404)
H (-3.939, -2.166, -1.447)
H (-5.344, -1.240, 0.437)
H (-5.391, -0.227, -1.005)
H (-3.664, 0.253, 1.463)
H (-3.861, 1.844, -1.142)
S (-0.572, 2.000, 0.809)
H (-0.631, -1.266, -0.464)
C (1.730, -1.748, 0.057)
C (3.109, -1.873, 0.257)
C (3.930, -0.771, 0.243)
H (4.993, -0.857, 0.405)
H (3.518, -2.856, 0.422)
C (0.887, -2.952, 0.070)
O (-0.302, -2.982, -0.208)
O (1.549, -4.057, 0.420)
C (0.792, -5.257, 0.449)
H (0.377, -5.470, -0.538)
H (-0.030, -5.171, 1.163)
H (1.480, -6.041, 0.753)
H (1.621, 1.620, -0.400)

As for the multiplicity: 1. The LUMO energy comes out at -0.23 eV. The value obtained for the orbital gap is 7.834 eV. The SMILES is COC(=O)c1ccc(C(=O)OC)c(NC(=S)N2CCC[C@H](CO)C2)c1. The energy above the lowest of the compared OMol25 structures with the same formula, charge and spin comes out at 42.9 kJ/mol.

Löwdin charges in e: atom 1 (C): -0.04, atom 2 (H): 0.09, atom 3 (H): 0.10, atom 4 (H): 0.10, atom 5 (O): -0.04, atom 6 (C): -0.45, atom 7 (O): 0.12, atom 8 (C): -0.10, atom 9 (C): 0.02, atom 10 (C): -0.16, atom 11 (N): 0.08, atom 12 (C): -0.75, atom 13 (N): -0.11, atom 14 (C): -0.17, atom 15 (H): 0.06, atom 16 (C): -0.28, atom 17 (C): -0.23, atom 18 (O): -0.05, atom 19 (H): 0.08, atom 20 (H): 0.12, atom 21 (H): 0.12, atom 22 (C): -0.16, atom 23 (C): -0.16, atom 24 (H): 0.11, atom 25 (C): -0.14, atom 26 (H): 0.12, atom 27 (H): 0.13, atom 28 (H): 0.12, atom 29 (H): 0.12, atom 30 (H): 0.12, atom 31 (H): 0.15, atom 32 (H): 0.13, atom 33 (S): 0.71, atom 34 (H): 0.09, atom 35 (C): -0.05, atom 36 (C): 0.00, atom 37 (C): 0.00, atom 38 (H): 0.12, atom 39 (H): 0.12, atom 40 (C): -0.42, atom 41 (O): 0.08, atom 42 (O): -0.03, atom 43 (C): -0.04, atom 44 (H): 0.10, atom 45 (H): 0.10, atom 46 (H): 0.10, atom 47 (H): 0.07

Below is a cluster of 2 separate species, C13H18NP in total in a non-equilibrium geometry, with properties calculated with ωB97M-V with the def2-TZVPD basis set.

Element x y z (Å)
C (4.797, -1.897, -0.385)
C (5.148, -1.119, 0.736)
C (3.850, -1.342, -1.334)
C (4.578, 0.117, 0.876)
C (3.297, -0.091, -1.119)
C (3.745, 0.658, -0.067)
C (0.112, 1.613, 0.645)
C (-3.228, 0.005, 0.763)
C (-1.995, -0.893, 0.824)
C (-2.910, 1.425, 0.100)
C (-1.504, -1.056, -0.591)
C (-2.376, 1.380, -1.218)
C (-1.213, 0.336, -1.176)
N (-0.149, 1.038, -0.363)
P (3.027, 2.341, 0.100)
H (5.382, -2.801, -0.607)
H (5.806, -1.382, 1.642)
H (3.507, -1.952, -2.201)
H (4.687, 0.809, 1.632)
H (2.405, 0.296, -1.597)
H (-0.140, 2.303, 1.476)
H (-3.843, -0.460, 0.068)
H (-3.694, 0.140, 1.645)
H (-1.148, -0.229, 1.202)
H (-2.174, -1.839, 1.333)
H (-3.760, 2.169, 0.133)
H (-2.334, 1.911, 0.902)
H (-0.640, -1.684, -0.549)
H (-2.248, -1.514, -1.235)
H (-3.123, 1.133, -1.897)
H (-1.920, 2.355, -1.716)
H (-0.720, 0.310, -2.131)
H (3.726, 2.360, 1.402)

As for the multiplicity: 1. The LUMO energy (alpha / beta) comes out at -0.29 / 0.66 eV. The value obtained for the orbital gap (alpha / beta) is 5.934 / 7.417 eV. The energy above the lowest of the compared OMol25 structures with the same formula, charge and spin comes out at 578.6 kJ/mol.

Löwdin charges in e: atom 1 (C): -0.08, atom 2 (C): -0.10, atom 3 (C): -0.08, atom 4 (C): -0.17, atom 5 (C): -0.18, atom 6 (C): -0.61, atom 7 (C): -0.04, atom 8 (C): -0.14, atom 9 (C): -0.18, atom 10 (C): -0.22, atom 11 (C): -0.16, atom 12 (C): -0.18, atom 13 (C): -0.26, atom 14 (N): 0.03, atom 15 (P): 0.81, atom 16 (H): 0.09, atom 17 (H): 0.13, atom 18 (H): 0.10, atom 19 (H): 0.04, atom 20 (H): 0.07, atom 21 (H): 0.08, atom 22 (H): 0.09, atom 23 (H): 0.07, atom 24 (H): 0.11, atom 25 (H): 0.12, atom 26 (H): 0.13, atom 27 (H): 0.09, atom 28 (H): 0.11, atom 29 (H): 0.12, atom 30 (H): 0.09, atom 31 (H): 0.17, atom 32 (H): 0.12, atom 33 (H): -0.14

Question: Which formula does entry 2 have?
Answer: C33H59Cl14F8O3S

Question: multiplicity of number 5 (C13H18NP)?
Answer: 1

Question: Look up the multiplicity of the fourth one.
Answer: 1